[1]
Computed, not measured: an isolated molecule of C3H4Cl2, with wB97M-V/def2-TZVPD.

Positions of all 9 atoms, in Å:
C1 -1.16765 -0.36655 0.11053
C2 0.07845 0.40574 -0.12728
Cl1 0.08981 2.08195 -0.00973
C3 1.25849 -0.06970 -0.08382
Cl2 2.86032 0.66055 0.04471
H1 -1.13394 -1.38555 -0.15721
H2 -2.01344 -0.04195 -0.59140
H3 -1.54738 -0.11383 1.05520
H4 1.57534 -1.17066 -0.24100

Forces on atoms 1 to 6 (eV/Å):
-1.78 1.71 -3.09
-1.53 0.57 0.75
-1.15 2.10 0.06
5.41 -5.13 -0.90
-0.92 0.52 -0.11
0.67 -1.36 0.45

## Properties
E_tot in eV: -28219.435
ΔE to the lowest compared entry with this formula, charge and spin in kcal/mol: 16.7
SMILES: C/C(Cl)=C/Cl

[2]
Computed, not measured: an isolated molecule of C6H12, with wB97M-V/def2-TZVPD.

Positions of all 18 atoms, in Å:
C1 -1.98902 0.21907 0.65575
C2 -1.06220 0.29687 -0.54942
C3 0.21112 1.15689 -0.34025
C4 1.11037 -0.08949 -0.53896
C5 1.92352 -0.47921 0.69310
C6 -0.16037 -0.94044 -0.79782
H1 -1.42497 -0.04065 1.56051
H2 -2.76760 -0.54084 0.51878
H3 -2.48275 1.18163 0.83774
H4 -1.64312 0.58086 -1.43524
H5 0.30297 1.54997 0.67683
H6 0.34982 1.98538 -1.04071
H7 1.77488 -0.02974 -1.40926
H8 2.34467 -1.48659 0.59396
H9 2.75146 0.21977 0.86550
H10 1.30073 -0.47123 1.59832
H11 -0.23295 -1.35515 -1.80792
H12 -0.30658 -1.75708 -0.08091

Forces on atoms 1 to 6 (eV/Å):
-0.01 -0.02 0.04
-0.10 0.03 -0.01
0.07 0.16 0.10
0.14 -0.05 0.02
0.00 -0.03 0.02
-0.04 -0.18 -0.01

## Properties
E_tot in eV: -6416.056
ΔE to the lowest compared entry with this formula, charge and spin in kcal/mol: 20.4
SMILES: C[C@H]1C[C@@H](C)C1

[3]
Computed, not measured: a structure of composition C34H34N2O4P2ReTe, with wB97M-V/def2-TZVPD.

Positions of all 78 atoms, in Å:
Re1 0.18856 -0.13806 2.22097
O1 1.36476 -2.25196 -1.14773
C1 1.18576 -1.83146 -0.00703
O2 1.00186 -0.57716 0.22047
C2 1.09226 -2.73276 1.19177
C3 1.36756 -4.09376 1.20427
C4 1.20456 -4.79286 2.39507
C5 0.74346 -4.12656 3.52607
C6 0.43996 -2.77806 3.41867
N1 0.62966 -2.10806 2.28267
C7 -0.22374 -1.92276 4.50187
O3 -0.45564 -2.35506 5.59877
O4 -0.52234 -0.72666 4.08187
H1 1.69456 -4.57276 0.29557
H2 1.40926 -5.85236 2.43387
H3 0.60656 -4.62066 4.47487
C8 -2.48834 -1.68766 0.17827
P1 -2.05324 -0.35856 1.34897
C9 -3.30454 -0.50616 2.65787
C10 -2.49624 1.20624 0.52577
C11 -3.62704 1.31064 -0.27723
C12 -4.00424 2.53634 -0.79893
C13 -3.25904 3.67084 -0.51473
C14 -2.12154 3.57454 0.26917
C15 -1.72814 2.34524 0.78597
P2 -0.17474 2.18964 1.72587
C16 1.04316 2.82684 0.52287
C17 -0.23604 3.44594 3.03777
H4 -3.55994 -1.67306 -0.01693
H5 -2.23054 -2.65176 0.61767
H6 -1.94094 -1.56436 -0.75863
H7 -4.29794 -0.34176 2.24197
H8 -3.10144 0.23224 3.43277
H9 -3.26194 -1.49636 3.11007
H10 -4.22084 0.43654 -0.49573
H11 -4.88734 2.60784 -1.41493
H12 -3.56804 4.63004 -0.89863
H13 -1.54484 4.46194 0.48797
H14 0.68836 3.75564 0.07947
H15 1.18176 2.07714 -0.25773
H16 1.99236 2.99824 1.02697
H17 -0.38614 4.44254 2.62497
H18 0.70316 3.42594 3.58827
H19 -1.04774 3.20984 3.72287
Te1 0.09676 -0.20396 -2.39833
C18 -1.34964 -0.78446 -3.87383
C19 -2.31094 0.15394 -4.23283
C20 -3.29594 -0.20586 -5.13773
C21 -3.33504 -1.49246 -5.65353
C22 -2.36694 -2.41676 -5.29673
C23 -1.37244 -2.06946 -4.39843
C24 1.76106 0.11454 -3.70413
C25 1.80816 1.35304 -4.33303
C26 2.88046 1.64814 -5.15683
C27 3.88626 0.71504 -5.35463
C28 3.81586 -0.52346 -4.73763
C29 2.75686 -0.82896 -3.89613
H20 -2.27804 1.16204 -3.83653
H21 -4.03604 0.51774 -5.44583
H22 -4.12964 -1.77556 -6.32593
H23 -2.39004 -3.40766 -5.72243
H24 -0.62904 -2.79656 -4.10063
H25 1.01516 2.07534 -4.18353
H26 2.92766 2.60884 -5.64433
H27 4.72556 0.95724 -5.98783
H28 4.58636 -1.25826 -4.91363
H29 2.71036 -1.78416 -3.39353
C30 4.31766 1.12944 4.61867
C31 3.12276 0.95574 5.29917
C32 2.00516 0.55834 4.58937
N2 2.02746 0.32864 3.27217
C33 3.18106 0.48294 2.61907
C34 4.34176 0.88604 3.25287
H30 5.20636 1.44914 5.13817
H31 3.04796 1.11284 6.36337
H32 1.05666 0.43674 5.09797
H33 3.17356 0.27974 1.55417
H34 5.24776 0.99854 2.67927

Forces on atoms 1 to 6 (eV/Å):
-0.01 0.02 -0.31
0.36 -0.55 1.58
0.59 -1.74 -1.75
-1.14 1.69 3.29
0.06 -0.46 -0.23
-0.03 0.42 0.02

## Properties
E_tot in eV: -74967.679
2S+1: 2
Charge: +2
ΔE to the lowest compared entry with this formula, charge and spin in kcal/mol: 22.5

[4]
Computed, not measured: an isolated molecule of C7H19N2P, with wB97M-V/def2-TZVPD.

Positions of all 29 atoms, in Å:
C1 -1.98579 2.11395 -0.75565
N1 -0.84693 1.41094 -0.12324
P1 -0.37432 -0.09484 -0.39786
C2 -0.40079 -0.48043 -2.24275
N2 -1.24173 -1.54979 0.35328
C3 -2.44768 -1.32112 1.13430
C4 1.36961 0.00888 0.40537
C5 2.10046 1.09600 -0.39863
C6 1.21839 0.45857 1.90883
C7 2.12446 -1.26161 0.33012
H1 -2.47641 1.65596 -1.54327
H2 -1.60968 3.17414 -1.02080
H3 -2.67516 2.12618 0.06385
H4 0.14491 -1.32852 -2.79560
H5 -1.52318 -0.57071 -2.33528
H6 -0.18229 0.44210 -2.79941
H7 -0.85802 -2.50892 0.13840
H8 -2.43794 -0.26416 1.33820
H9 -3.43449 -1.72227 0.72784
H10 -2.27659 -1.93843 2.05417
H11 3.16675 1.14332 -0.17988
H12 2.10214 0.68108 -1.48830
H13 1.83113 2.09972 -0.39673
H14 2.15036 0.10680 2.50934
H15 0.46727 -0.14480 2.38190
H16 1.04066 1.49510 2.17590
H17 1.67222 -2.00903 0.98176
H18 2.14317 -1.71697 -0.58599
H19 3.23950 -1.10113 0.56013

Forces on atoms 1 to 6 (eV/Å):
2.38 1.56 2.31
0.01 -2.25 -0.97
0.03 0.29 1.10
-0.62 -0.33 -0.32
2.05 1.27 -2.28
0.24 -2.39 0.61

## Properties
E_tot in eV: -19834.144
ΔE to the lowest compared entry with this formula, charge and spin in kcal/mol: 0.6
SMILES: CN=[P@](C)(NC)C(C)(C)C

[5]
Computed, not measured: a cluster of 2 separate species, C5H7NO3 in total, with wB97M-V/def2-TZVPD.

Positions of all 16 atoms, in Å:
C1 -0.50237 -0.68359 1.96933
C2 -0.82074 -1.19882 0.55734
C3 0.58661 0.89066 -2.19326
C4 0.15065 -0.48369 -0.32481
O1 -0.24655 -0.06850 -1.47662
O2 0.66361 -0.82462 2.38058
C5 -0.62569 1.39958 1.03792
O3 1.38897 -0.43673 0.00671
N1 -0.48912 2.48059 0.63477
H1 1.42580 -0.63536 1.06512
H2 -1.33838 -0.51665 2.65346
H3 -1.83658 -0.97262 0.24866
H4 -0.62750 -2.27778 0.51792
H5 1.59742 0.50351 -2.29937
H6 0.10619 1.00567 -3.15869
H7 0.56769 1.81835 -1.61904

Forces on atoms 1 to 6 (eV/Å):
0.67 -0.09 -0.27
0.07 0.15 0.02
0.06 -0.08 0.06
0.38 -0.21 -0.10
0.16 -0.07 0.42
-0.46 0.22 -0.36

## Properties
E_tot in eV: -12928.295
ΔE to the lowest compared entry with this formula, charge and spin in kcal/mol: 89.7

[6]
Computed, not measured: a cluster of 8 separate species, CH18O8 in total, with wB97M-V/def2-TZVPD.

Positions of all 27 atoms, in Å:
O1 2.39959 0.35647 -0.73293
H1 2.94058 0.05037 0.01639
H2 2.57585 1.28423 -0.97482
H3 1.40740 0.23135 -0.62612
C1 -0.73732 0.65016 0.44748
O2 -0.15489 -0.57590 0.15057
H4 -1.82322 0.77631 0.36458
H5 -0.56945 0.98363 1.48527
H6 -0.31727 1.50516 -0.11020
O3 0.26206 1.55806 -3.68801
H7 0.50868 0.61570 -3.65286
H8 -0.36898 1.66444 -2.97072
O4 1.09301 -2.47563 1.98613
H9 1.28303 -2.04118 2.82310
H10 0.67556 -1.78625 1.43792
O5 1.42961 1.74087 3.32035
H11 1.38213 2.70235 3.32715
H12 0.74588 1.46811 2.69846
O6 0.62997 -0.85500 -2.52585
H13 0.79318 -1.73114 -2.88695
H14 0.27406 -1.01018 -1.62149
O7 -4.03096 1.44336 2.03544
H15 -4.77560 0.95579 1.66948
H16 -3.26392 1.10110 1.56623
O8 -1.15249 -3.01131 -1.17348
H17 -0.41721 -3.34684 -1.69129
H18 -0.78928 -2.25403 -0.67385

Forces on atoms 1 to 6 (eV/Å):
0.57 0.74 -0.50
-0.39 0.00 0.21
0.19 -0.13 0.00
-1.27 -1.34 0.92
0.45 0.45 0.55
1.04 0.78 -0.78

## Properties
E_tot in eV: -17706.213
ΔE to the lowest compared entry with this formula, charge and spin in kcal/mol: 66.1

[7]
Computed, not measured: a structure of composition C3H2IrLiO3, with wB97M-V/def2-TZVPD.

Positions of all 10 atoms, in Å:
H1 -3.27138 1.14753 -2.37217
O1 -1.78790 1.63260 0.13255
C1 -2.37529 1.67652 1.33421
C2 -2.25231 2.42790 -0.83494
O2 -1.90015 1.00821 2.26433
O3 -3.42941 2.36983 1.50346
C3 -2.92079 2.31300 -1.92633
Ir1 -3.38750 1.69129 3.32564
H2 -3.13001 3.07084 -2.67802
Li1 -4.40714 3.29433 0.14506

Forces on atoms 1 to 6 (eV/Å):
0.99 2.87 1.18
-0.95 0.79 -2.61
2.18 -0.87 -1.09
4.18 0.32 6.34
1.57 -0.25 -2.34
-0.06 1.18 -3.52

## Properties
E_tot in eV: -12284.740
2S+1: 6
Charge: +3
ΔE to the lowest compared entry with this formula, charge and spin in kcal/mol: 66.3

Q: Which formula does entry 1 have?
A: C3H4Cl2